{
  "formula": "C12H23CaN2O2P2",
  "method": "ωB97M-V/def2-TZVPD",
  "species": ["Ca", "P", "C", "C", "N", "C", "C", "C", "C", "C", "P", "H", "H", "H", "H", "H", "H", "H", "H", "O", "H", "H", "O", "H", "C", "H", "H", "H", "C", "H", "H", "H", "C", "H", "H", "H", "C", "H", "H", "H", "N", "C"],
  "coordinates": [[-0.2352, 0.7607, 1.9085], [-0.1922, -2.2442, 1.5679], [-0.4840, -2.4054, -0.3225], [-0.8051, -1.1157, -1.1255], [-0.5592, 0.1156, -0.5902], [-0.9232, 1.1854, -1.3317], [-1.4558, 1.0952, -2.6415], [-1.6255, -0.1825, -3.1806], [-1.3066, -1.2448, -2.4021], [-0.8338, 2.6121, -0.7639], [0.5031, 2.9847, 0.4605], [-1.3209, -2.2083, -2.8564], [-1.7263, 1.9984, -3.1761], [-1.8936, -0.2600, -4.2203], [-0.6582, 3.2426, -1.6503], [-1.7962, 2.8854, -0.2690], [0.4496, -2.8483, -0.6767], [-1.3083, -3.2082, -0.4795], [2.9183, -1.2254, -0.7277], [3.2202, -1.9393, -1.2653], [2.6144, -1.7360, -2.1197], [2.9599, 0.2292, 2.4128], [2.1020, 0.3931, 1.4711], [3.1292, -0.1994, 1.2698], [1.8804, 2.9908, -0.6203], [1.6671, 3.1223, -1.6830], [2.5052, 3.8253, -0.2515], [2.3323, 1.9912, -0.5229], [0.2341, 4.6883, 0.8580], [0.9206, 4.8874, 1.6615], [0.4846, 5.2984, 0.0147], [-0.7641, 4.8646, 1.2150], [-1.7919, -3.1325, 1.8701], [-1.9467, -4.0500, 1.2945], [-1.9028, -3.4786, 2.8898], [-2.6409, -2.4465, 1.8359], [0.9681, -3.7017, 1.7346], [1.2649, -3.7210, 2.7842], [0.5252, -4.6837, 1.5553], [1.8094, -3.5435, 1.0526], [-3.7307, 0.2394, 2.6418], [-2.5872, 0.1649, 2.3780]],
  "atomic_forces_ev_per_a": [[-0.76, -1.41, 0.07], [-1.40, -2.04, -1.57], [-0.55, 0.15, -0.06], [0.55, -0.15, 1.25], [-0.69, -0.17, -0.29], [-0.44, 0.54, -0.61], [0.34, -0.68, 1.16], [0.36, 2.24, -0.21], [0.43, -1.03, -0.07], [-0.39, -0.31, 0.02], [-1.74, -0.81, -0.31], [-0.30, -0.76, 0.03], [0.08, -0.14, 0.02], [-0.33, -0.33, -0.09], [-0.32, 0.19, 0.51], [0.42, -0.19, -0.55], [-0.01, 0.12, -0.36], [1.41, 1.60, 0.11], [-0.25, 0.86, 0.87], [-2.18, 0.18, -3.59], [2.27, -1.01, 2.69], [-4.19, 1.47, -2.33], [9.00, -3.37, 3.41], [-4.42, 1.86, -0.91], [1.63, -0.25, -0.38], [-0.23, 0.29, 0.17], [0.35, -0.73, -0.40], [0.46, 0.63, -0.03], [0.11, 0.14, 0.19], [0.30, 0.44, 0.41], [-0.08, 0.61, -0.45], [-0.46, 0.17, 0.08], [-0.49, 0.19, 1.49], [0.24, 0.44, -0.36], [0.46, -0.04, 0.61], [0.09, 0.05, -0.67], [-0.15, 0.65, 0.31], [0.44, 0.03, -0.10], [-0.26, 0.29, -0.34], [0.11, -0.13, 0.35], [1.89, -0.24, -0.49], [-1.34, 0.62, 0.41]],
  "mulliken_charge": [1.275, 0.504, -0.763, 0.098, 0.357, 0.760, -0.861, -0.586, -0.718, -1.233, 0.250, 0.487, 0.452, 0.442, 0.491, 0.392, 0.495, 0.403, 0.175, -0.605, 0.373, 0.486, -0.525, 0.167, -1.029, 0.391, 0.446, 0.112, -1.296, 0.411, 0.413, 0.390, -1.484, 0.461, 0.444, 0.342, -1.228, 0.381, 0.362, 0.362, -0.519, -0.278],
  "e_tot_ha": -2091.0693,
  "de_lowest_kcal_mol": 0.58,
  "mol_weight_g_mol": 329.35,
  "total_charge": 1
}

---

{
  "formula": "C4H9O3",
  "method": "ωB97M-V/def2-TZVPD",
  "species": ["C", "C", "O", "H", "H", "H", "H", "H", "H", "C", "C", "O", "O", "H", "H", "H"],
  "coordinates": [[-0.8028, -0.9720, 0.5435], [-0.9996, -2.4387, 0.9216], [-0.6807, -0.9279, -0.8975], [-1.6471, -0.2862, 0.6403], [0.0544, -0.4299, 0.9669], [-0.4814, -3.1710, 0.3137], [-0.4162, -0.0113, -1.1392], [-2.0570, -2.7259, 0.7825], [-0.7590, -2.5980, 1.9605], [1.5913, 1.5339, -0.8868], [0.4473, 2.4761, -0.1554], [-0.6913, 1.9645, -0.1249], [0.9067, 3.6013, 0.0780], [1.9618, 0.8565, -0.0912], [2.5159, 2.0255, -1.1847], [1.0575, 1.1031, -1.7276]],
  "atomic_forces_ev_per_a": [[-0.01, 0.76, -2.03], [-1.21, 0.44, 0.13], [0.79, -0.06, -0.48], [-0.27, -0.48, 1.30], [-0.03, -0.63, 0.28], [0.66, 0.34, -0.21], [-0.49, -0.54, 0.59], [0.23, 0.26, 0.16], [0.12, -0.16, 0.44], [-0.72, 0.31, 1.72], [2.14, -0.39, -2.32], [0.16, 0.14, 0.48], [-0.86, 0.48, 0.97], [-0.60, -0.46, -0.68], [-0.36, 0.60, -0.27], [0.47, -0.63, -0.08]],
  "mulliken_charge": [0.025, -1.115, -0.583, 0.240, 0.182, 0.304, 0.264, 0.267, 0.336, -0.951, 0.640, -0.658, -0.700, 0.185, 0.321, 0.244],
  "e_tot_ha": -383.5648,
  "de_lowest_kcal_mol": 26.16,
  "mol_weight_g_mol": 105.11,
  "total_charge": -1
}